Record 1
Molecular formula: C27H54IO27V
Method: DFT, the ωB97M-V functional and the def2-TZVPD basis

```
110
Properties=species:S:1:pos:R:3:mulliken_charge:R:1
V -2.739 1.714 1.999 1.26
I -0.841 0.236 0.073 -0.41
C 5.923 -4.328 1.768 -0.72
O 4.706 -3.874 1.160 -0.27
C 4.572 -2.709 0.548 0.72
O 5.413 -1.770 0.581 -0.60
O 3.396 -2.764 -0.087 -0.12
C 2.882 -1.579 -0.568 -0.56
H 6.305 -5.060 1.057 0.27
H 5.926 -4.680 2.800 0.26
H 6.553 -3.443 1.853 0.30
H 1.846 -1.711 -0.882 0.05
H 3.335 -1.345 -1.532 0.41
H 2.854 -0.736 0.122 0.20
C -1.827 -2.767 -2.552 -0.33
O -1.234 -3.968 -3.010 -0.28
C -0.417 -4.035 -4.103 0.77
O -0.161 -3.092 -4.856 -0.61
O -0.063 -5.278 -4.171 -0.26
C 0.968 -5.671 -4.960 -0.84
H -1.106 -1.949 -2.520 0.34
H -2.217 -3.018 -1.566 -0.17
H -2.657 -2.591 -3.236 0.41
H 1.087 -4.947 -5.766 0.39
H 0.887 -6.684 -5.354 0.27
H 1.931 -5.605 -4.454 0.32
C -2.917 -1.109 5.177 -0.33
O -3.237 -1.991 4.061 -0.36
C -3.376 -1.597 2.822 0.77
O -3.423 -0.426 2.383 -0.27
O -3.540 -2.689 2.147 -0.42
C -3.480 -2.794 0.730 0.04
H -2.368 -0.239 4.817 -0.10
H -2.192 -1.685 5.753 0.32
H -3.691 -0.828 5.891 0.30
H -3.670 -3.844 0.505 0.21
H -2.501 -2.551 0.316 -0.41
H -4.294 -2.131 0.438 0.42
C -0.205 -3.462 1.459 0.37
O -0.709 -4.250 0.430 -0.14
C 0.170 -5.211 -0.110 0.65
O 1.355 -5.207 0.084 -0.51
O -0.449 -6.019 -0.866 -0.30
C 0.185 -7.037 -1.562 -0.67
H -0.965 -2.757 1.798 -0.58
H 0.545 -2.825 0.990 -0.07
H 0.213 -4.143 2.200 0.44
H -0.539 -7.465 -2.256 0.28
H 0.652 -7.823 -0.969 0.36
H 0.978 -6.679 -2.219 0.19
C -6.914 2.553 1.704 -0.51
O -6.746 2.027 0.367 -0.34
C -5.517 1.814 -0.168 0.72
O -4.460 2.228 0.328 -0.65
O -5.681 1.098 -1.300 -0.35
C -4.659 0.594 -2.119 -0.50
H -6.392 2.013 2.495 0.17
H -7.953 2.427 2.009 0.28
H -6.435 3.532 1.695 0.27
H -4.565 1.069 -3.096 0.34
H -5.008 -0.399 -2.402 0.24
H -3.712 0.513 -1.587 0.15
C 3.265 2.372 -0.578 -0.67
O 3.911 1.206 -1.007 -0.03
C 5.167 1.087 -1.034 0.67
O 5.967 1.886 -0.488 -0.64
O 5.471 0.048 -1.901 -0.24
C 6.838 -0.113 -2.359 -0.78
H 2.188 2.217 -0.517 -0.07
H 3.645 3.181 -1.202 0.39
H 3.449 2.525 0.486 0.44
H 6.822 0.199 -3.403 0.26
H 7.088 -1.173 -2.328 0.25
H 7.555 0.339 -1.673 0.36
C -3.295 5.939 2.737 -0.70
O -2.019 5.870 2.152 -0.37
C -1.500 4.869 1.524 0.49
O -2.011 3.718 1.309 -0.16
O -0.199 5.269 1.392 -0.39
C 0.741 4.387 0.803 -0.26
H -3.994 5.784 1.914 0.35
H -3.484 6.927 3.157 0.27
H -3.616 5.216 3.487 0.28
H 1.708 4.827 0.561 0.31
H 0.277 4.067 -0.130 0.26
H 0.923 3.493 1.400 0.10
C -0.137 2.491 -3.082 -0.07
O 0.733 2.982 -4.061 -0.37
C 1.643 3.890 -3.871 0.87
O 1.850 4.566 -2.854 -0.60
O 2.056 4.215 -5.123 -0.33
C 2.386 5.593 -5.369 -0.68
H -1.077 2.991 -2.850 0.30
H 0.339 2.455 -2.102 -0.20
H -0.439 1.493 -3.399 0.25
H 2.273 6.326 -4.570 0.32
H 1.788 5.910 -6.223 0.28
H 3.423 5.722 -5.678 0.26
C -0.989 4.005 5.104 -0.30
O 0.077 3.151 4.734 -0.36
C -0.069 2.000 4.079 0.53
O -1.099 1.690 3.518 -0.22
O 1.126 1.244 4.214 -0.36
C 1.293 0.074 3.493 -0.23
H -1.458 4.281 4.159 -0.14
H -0.509 4.892 5.518 0.29
H -1.786 3.587 5.718 0.33
H 1.230 0.193 2.411 0.02
H 0.441 -0.563 3.729 0.17
H 2.188 -0.385 3.913 0.31
```

Summary:
E_HOMO (spin up / spin down) ... -10.9 / -11.0 eV
Multiplicity ... 4
E_LUMO (spin up / spin down) ... -3.7 / -3.5 eV
Charge ... +1



Record 2
Molecular formula: C27H54N3O3
Method: DFT, the ωB97M-V functional and the def2-TZVPD basis

```
87
Properties=species:S:1:pos:R:3:mulliken_charge:R:1
C 1.195 3.786 -0.570 -0.50
O 0.037 3.062 -0.250 -0.33
C 0.229 1.663 -0.143 -0.68
C 0.031 1.171 1.297 0.00
C -1.391 0.656 1.606 -0.47
C -1.405 -0.674 2.363 -0.44
C -1.223 -0.544 3.880 -1.03
C 0.219 -0.504 4.413 -1.00
C 1.179 -1.514 3.798 -0.74
C 0.782 -2.954 4.124 -0.13
C 1.815 -3.999 3.778 0.71
C 3.171 -3.752 3.844 -0.86
N 4.068 -4.707 3.540 0.02
C 3.721 -5.949 3.171 -0.60
C 2.389 -6.264 3.082 -0.47
C 1.438 -5.289 3.372 0.83
C -0.013 -5.656 3.201 -0.10
O -0.588 -5.392 2.192 -0.44
O -0.540 -6.265 4.280 -0.44
H 1.892 3.885 0.271 0.29
H 0.909 4.796 -0.860 0.30
H 1.741 3.349 -1.412 0.05
H -0.501 1.178 -0.794 0.33
H 1.236 1.394 -0.472 0.40
H 0.324 1.974 1.974 0.24
H 0.730 0.342 1.436 -0.10
H -1.940 0.520 0.673 0.20
H -1.941 1.413 2.167 0.29
H -2.391 -1.120 2.206 0.12
H -0.700 -1.369 1.901 0.37
H -1.695 0.393 4.181 0.52
H -1.777 -1.336 4.387 0.39
H 0.194 -0.690 5.489 0.51
H 0.640 0.493 4.285 0.33
H 1.262 -1.417 2.715 0.31
H 2.174 -1.300 4.196 0.33
H 0.521 -3.057 5.180 0.34
H -0.105 -3.202 3.540 0.37
H 3.576 -2.794 4.128 0.45
H 5.050 -4.469 3.591 0.30
H 4.519 -6.644 2.964 0.42
H 2.104 -7.262 2.782 0.51
H -1.039 -7.051 4.014 0.39
C 4.414 4.796 -6.495 -1.40
C 5.265 3.663 -5.943 -0.33
N 5.322 3.645 -4.491 0.14
C 6.346 2.764 -3.963 -0.71
C 6.207 1.256 -4.213 -0.97
C 4.039 3.610 -3.816 -0.79
C 3.088 2.444 -4.123 -0.98
H 4.748 5.757 -6.102 0.33
H 4.499 4.823 -7.581 0.43
H 3.357 4.673 -6.255 0.28
H 6.288 3.791 -6.306 0.46
H 4.905 2.711 -6.366 0.25
H 6.424 2.941 -2.886 0.34
H 7.301 3.092 -4.383 0.41
H 5.431 0.807 -3.593 0.22
H 7.147 0.758 -3.965 0.40
H 5.986 1.033 -5.257 0.27
H 3.514 4.542 -4.040 0.33
H 4.222 3.647 -2.738 0.37
H 3.023 2.230 -5.190 0.34
H 2.081 2.693 -3.782 0.38
H 3.384 1.529 -3.610 0.21
C -5.089 1.626 -1.594 -1.26
C -5.585 0.204 -1.383 -0.44
N -5.457 -0.245 -0.008 0.45
C -5.654 -1.675 0.156 -0.64
C -7.036 -2.261 -0.156 -1.20
C -6.094 0.599 0.990 -0.79
C -7.601 0.858 0.859 -1.13
H -4.064 1.738 -1.237 0.17
H -5.107 1.868 -2.658 0.43
H -5.714 2.360 -1.085 0.31
H -4.982 -0.467 -2.002 0.43
H -6.616 0.129 -1.761 0.27
H -5.379 -1.940 1.181 0.26
H -4.920 -2.175 -0.484 0.46
H -7.766 -2.024 0.616 0.28
H -6.967 -3.349 -0.210 0.42
H -7.422 -1.911 -1.114 0.28
H -5.584 1.566 0.989 0.39
H -5.886 0.178 1.978 0.41
H -7.886 1.093 -0.168 0.25
H -7.881 1.712 1.477 0.39
H -8.198 0.011 1.193 0.28
```

Summary:
E_HOMO ... -9.4 eV
E_LUMO ... -4.6 eV
Charge ... +1
Energy above the lowest of the compared OMol25 structures with the same formula, charge and spin ... 0.0000 eV



Record 3
Molecular formula: C27H54O27
Method: DFT, the ωB97M-V functional and the def2-TZVPD basis

```
108
Properties=species:S:1:pos:R:3:mulliken_charge:R:1
C -1.003 9.453 -4.043 -0.61
O -0.778 8.375 -3.090 -0.31
C -1.506 7.237 -3.091 0.79
O -2.174 6.885 -4.123 -0.62
O -1.406 6.452 -2.026 -0.35
C -1.852 5.057 -2.077 -0.48
H -0.218 9.102 -4.880 0.24
H -0.938 10.303 -3.452 0.28
H -1.969 9.592 -4.554 0.30
H -1.493 4.460 -1.120 0.19
H -1.383 4.680 -2.865 0.23
H -2.897 5.054 -1.942 0.34
C -3.076 -3.163 -2.772 -0.34
O -2.042 -3.706 -1.896 -0.30
C -0.781 -3.494 -2.068 0.83
O -0.397 -2.899 -3.106 -0.62
O 0.079 -3.808 -1.001 -0.26
C 1.421 -3.336 -1.067 -0.35
H -3.146 -3.558 -3.716 0.38
H -2.937 -2.109 -2.888 -0.06
H -4.019 -3.605 -2.304 0.25
H 1.935 -3.570 -0.263 0.49
H 1.272 -2.345 -1.200 -0.34
H 1.811 -3.438 -2.128 0.37
C 4.207 -0.611 0.599 -0.74
O 4.837 0.421 0.130 -0.28
C 4.755 1.572 0.433 0.94
O 4.081 1.901 1.454 -0.64
O 5.447 2.608 -0.205 -0.31
C 5.100 3.971 -0.048 -1.24
H 3.373 -0.900 0.084 0.10
H 3.937 -0.465 1.692 0.29
H 4.621 -1.504 0.478 0.56
H 4.243 4.198 0.012 0.65
H 5.562 4.534 -0.830 0.29
H 5.524 4.240 0.832 0.43
C -0.957 -1.858 1.834 0.04
O 0.202 -1.150 1.306 -0.05
C -0.076 -0.283 0.317 0.54
O -1.181 -0.329 -0.147 -0.71
O 0.941 0.453 -0.152 -0.07
C 0.836 1.273 -1.258 -0.36
H -0.617 -2.159 2.852 -0.37
H -1.010 -2.850 1.339 0.14
H -1.950 -1.280 2.101 0.28
H 0.542 2.284 -1.044 0.61
H -0.165 1.088 -1.701 -0.15
H 1.841 1.346 -2.073 -0.07
C -2.686 0.964 -3.259 -0.54
O -1.814 0.635 -4.319 -0.32
C -0.908 1.431 -4.739 0.92
O -1.039 2.599 -4.605 -0.59
O 0.020 0.923 -5.541 -0.26
C 0.738 1.892 -6.365 -0.79
H -3.086 0.162 -2.602 0.19
H -3.629 1.294 -3.667 0.36
H -2.415 1.822 -2.641 0.09
H 0.164 2.683 -6.774 0.43
H 1.386 1.217 -7.147 0.20
H 1.393 2.473 -5.786 0.25
C -2.751 -0.700 5.517 -0.07
O -4.064 -0.990 5.535 -0.37
C -4.842 -1.166 4.436 0.85
O -4.415 -0.934 3.261 -0.58
O -6.074 -1.639 4.585 -0.35
C -6.714 -2.273 3.553 -0.70
H -2.450 -1.175 4.504 -0.03
H -1.999 -1.065 6.326 0.07
H -2.726 0.355 5.489 0.37
H -6.700 -1.669 2.460 0.23
H -7.774 -2.428 3.844 0.28
H -6.369 -3.135 3.491 0.37
C 2.233 -0.942 -4.141 -1.08
O 2.564 0.483 -4.138 0.11
C 3.793 0.915 -3.992 0.67
O 4.774 0.296 -3.741 -0.57
O 3.783 2.344 -4.183 -0.33
C 4.978 3.007 -3.977 -0.82
H 3.053 -1.691 -4.397 0.29
H 1.463 -1.075 -4.575 0.83
H 2.076 -1.172 -3.217 0.05
H 5.480 2.844 -4.805 0.45
H 5.439 2.751 -2.871 0.13
H 4.805 3.959 -4.039 0.36
C -3.401 -4.587 5.058 -0.64
O -2.137 -4.242 4.491 0.03
C -1.469 -5.078 3.707 0.53
O -1.905 -6.231 3.450 -0.63
O -0.204 -4.741 3.202 -0.08
C 0.562 -5.635 2.430 -0.54
H -3.527 -4.006 5.949 0.29
H -3.331 -5.741 5.455 0.34
H -4.111 -4.580 4.099 0.13
H 1.632 -5.036 2.307 0.15
H -0.163 -5.700 1.414 0.16
H 0.623 -6.754 2.825 0.29
C 1.973 0.566 3.781 -0.78
O 2.323 -0.554 4.537 -0.46
C 1.351 -1.285 5.053 0.80
O 0.116 -0.964 4.836 -0.46
O 1.700 -2.359 5.719 -0.32
C 0.803 -3.052 6.543 -0.82
H 1.379 1.172 4.322 0.62
H 1.334 0.358 2.824 0.02
H 2.829 1.111 3.716 0.38
H 0.407 -2.488 7.246 0.53
H 1.168 -3.904 6.991 0.41
H -0.203 -3.430 6.206 0.03
```

Summary:
E_HOMO ... -10.0 eV
SMILES ... COC(=O)OC.COC(=O)OC.COC(=O)OC.COC(=O)OC.COC(=O)OC.COC(=O)OC.COC(=O)OC.COC(=O)OC.COC(=O)OC
E_LUMO ... 0.5 eV
Energy above the lowest of the compared OMol25 structures with the same formula, charge and spin ... 18.1268 eV



Record 4
Molecular formula: C27H56Cl24IN2O4S2
Method: DFT, the ωB97M-V functional and the def2-TZVPD basis

```
116
Properties=species:S:1:pos:R:3:mulliken_charge:R:1
C -0.860 2.582 0.019 -1.36
C -0.674 3.430 -1.191 -0.45
I -2.382 3.196 -2.513 0.03
C 0.609 3.070 -1.902 -0.81
S 1.912 3.745 -0.868 0.87
O 2.070 2.852 0.239 -0.55
O 1.539 5.074 -0.521 -0.64
N 3.234 3.709 -1.804 -0.26
S 4.370 4.650 -1.202 0.93
N 5.817 4.016 -1.776 -0.59
O 4.303 5.946 -1.792 -0.65
O 4.465 4.666 0.218 -0.64
H -0.906 1.556 -0.264 0.37
H -1.761 2.874 0.532 0.36
H -0.058 2.695 0.723 0.49
H -0.646 4.478 -0.981 0.56
H 0.746 2.007 -1.984 0.33
H 0.610 3.479 -2.893 0.47
H 6.447 4.800 -1.682 0.26
H 6.126 3.345 -1.086 0.25
Cl -0.021 -0.187 1.312 -0.18
C 1.296 -0.149 2.513 -0.24
C 2.652 -0.131 1.857 -0.30
Cl 3.020 -1.669 1.030 -0.13
H 1.161 -1.004 3.174 0.11
H 1.170 0.760 3.099 0.37
H 3.419 0.022 2.613 0.34
H 2.728 0.670 1.123 0.05
Cl 0.072 -3.201 8.045 -0.19
C -1.002 -3.356 6.627 0.24
C -0.308 -2.997 5.343 -0.43
Cl 0.065 -1.255 5.241 -0.24
H -1.873 -2.730 6.795 0.22
H -1.327 -4.393 6.598 -0.27
H -0.957 -3.231 4.501 0.28
H 0.622 -3.546 5.223 0.39
Cl 0.293 -1.596 12.765 -0.20
C 0.580 -0.268 11.609 -0.44
C 1.601 -0.631 10.565 -0.10
Cl 3.239 -0.789 11.253 -0.19
H 0.884 0.608 12.173 0.33
H -0.372 -0.056 11.127 0.30
H 1.648 0.151 9.811 0.30
H 1.350 -1.565 10.073 -0.01
Cl 3.469 -4.647 -0.487 -0.20
C 2.303 -5.105 -1.761 -0.28
C 1.856 -3.917 -2.576 -0.22
Cl 0.843 -2.799 -1.633 -0.14
H 1.463 -5.601 -1.285 0.20
H 2.804 -5.826 -2.402 0.33
H 1.255 -4.252 -3.416 0.08
H 2.704 -3.358 -2.964 0.24
Cl -6.805 1.536 -2.416 -0.19
C -7.189 3.053 -3.268 -0.25
C -6.580 3.098 -4.644 -0.51
Cl -4.805 3.221 -4.585 -0.15
H -6.844 3.880 -2.657 0.07
H -8.274 3.109 -3.345 0.33
H -6.943 3.975 -5.178 0.28
H -6.839 2.214 -5.220 0.36
Cl 3.023 -0.844 -4.980 -0.15
C 4.668 -0.159 -4.885 -0.52
C 4.687 1.290 -5.281 -0.27
Cl 4.347 1.495 -7.029 -0.21
H 5.316 -0.753 -5.523 0.33
H 5.001 -0.271 -3.855 0.34
H 5.669 1.711 -5.095 0.33
H 3.962 1.870 -4.722 0.15
Cl -1.328 -2.203 -7.848 -0.20
C 0.052 -1.341 -8.582 -0.44
C 0.650 -0.318 -7.655 -0.06
Cl -0.448 1.058 -7.373 -0.18
H -0.293 -0.885 -9.506 0.34
H 0.800 -2.092 -8.826 0.30
H 1.562 0.085 -8.090 0.23
H 0.896 -0.748 -6.691 0.00
Cl -6.543 6.623 -2.548 -0.16
C -6.128 7.822 -3.800 -0.47
C -5.145 7.285 -4.807 -0.30
Cl -3.535 7.021 -4.107 -0.14
H -5.739 8.704 -3.301 0.36
H -7.057 8.090 -4.301 0.28
H -5.027 8.005 -5.615 0.33
H -5.483 6.343 -5.232 0.12
Cl 0.415 -8.361 -1.285 -0.17
C -0.653 -8.531 -2.700 -0.45
C 0.049 -8.189 -3.987 -0.52
Cl 0.430 -6.452 -4.110 -0.15
H -1.523 -7.899 -2.544 0.31
H -0.980 -9.568 -2.728 0.33
H -0.594 -8.431 -4.831 0.32
H 0.976 -8.744 -4.094 0.32
Cl -3.952 -4.512 5.135 -0.14
C -5.486 -4.459 6.038 -0.46
C -5.688 -3.138 6.730 -0.49
Cl -4.534 -2.902 8.068 -0.17
H -5.488 -5.283 6.746 0.30
H -6.285 -4.623 5.317 0.32
H -6.687 -3.099 7.160 0.34
H -5.578 -2.307 6.039 0.31
Cl 3.861 10.487 -5.568 -0.22
C 3.836 9.061 -4.485 -0.43
C 5.021 8.162 -4.696 -0.11
Cl 4.970 7.338 -6.279 -0.21
H 2.904 8.531 -4.650 0.33
H 3.842 9.437 -3.465 0.29
H 5.023 7.387 -3.929 0.04
H 5.955 8.714 -4.636 0.32
Cl -1.781 -6.508 7.641 -0.14
C -0.786 -7.543 8.696 -0.53
C 0.613 -7.709 8.166 -0.40
Cl 0.654 -8.672 6.668 -0.18
H -1.290 -8.499 8.800 0.36
H -0.754 -7.063 9.672 0.28
H 1.221 -8.234 8.899 0.32
H 1.074 -6.747 7.962 0.27
```

Summary:
E_HOMO ... -5.6 eV
E_LUMO ... 1.6 eV
Charge ... -1



no.,F_max (eV/A)
1,5.746
2,0.891
3,12.524
4,2.161